# 1
DFT (ωB97M-V/def2-TZVPD) results for a 7-piece molecular cluster, C14H32Br8N2O5 overall.

Geometry as XYZ:
```
61
Properties=species:S:1:pos:R:3:forces:R:3
C 0.056 -0.587 4.932 -0.22 -0.15 -0.06
N -0.346 -0.247 6.326 0.16 0.66 -0.08
O -0.968 0.786 6.509 -0.03 -0.26 -0.22
O 0.010 -0.999 7.199 0.02 -0.41 0.23
H 1.097 -0.887 4.939 0.07 0.12 0.11
H -0.148 0.267 4.299 0.08 0.08 0.02
H -0.542 -1.436 4.616 -0.06 -0.03 0.08
C -1.384 1.220 0.983 0.13 0.20 -0.12
N -0.658 1.291 -0.321 -0.10 -0.07 0.05
O -1.192 1.903 -1.223 0.06 -0.03 0.18
O 0.405 0.711 -0.406 0.09 -0.01 -0.06
H -1.727 2.227 1.196 -0.12 -0.04 0.03
H -0.702 0.856 1.740 0.12 -0.04 -0.04
H -2.214 0.534 0.849 -0.09 0.05 -0.06
Br -3.167 -1.081 3.124 0.01 -0.06 0.00
C -4.967 -0.883 3.854 -0.12 0.30 -0.17
C -5.760 0.079 2.982 0.39 -0.59 -0.21
Br -7.377 0.563 3.904 -0.17 0.17 0.11
H -4.862 -0.499 4.863 0.12 -0.03 0.02
H -5.386 -1.881 3.867 -0.12 -0.02 0.06
H -6.069 -0.392 2.053 0.05 -0.03 0.00
H -5.171 0.956 2.737 -0.17 0.22 0.22
Br 1.572 -1.618 1.999 0.08 0.07 0.06
C 0.909 -2.643 0.489 -0.09 -0.02 -0.18
C 0.052 -3.774 0.999 0.17 0.17 0.22
Br -0.662 -4.744 -0.509 -0.22 -0.16 -0.07
H 1.774 -2.976 -0.075 0.04 -0.08 0.08
H 0.339 -1.956 -0.129 -0.03 0.06 0.07
H -0.778 -3.398 1.591 -0.09 -0.05 -0.09
H 0.615 -4.483 1.596 0.07 -0.01 -0.01
Br -1.461 0.779 -5.505 0.02 -0.03 0.00
C -2.405 2.039 -4.345 0.67 0.03 -0.21
C -3.860 1.739 -4.422 -0.46 -0.48 -0.32
Br -4.860 3.024 -3.376 -0.08 0.02 0.14
H -2.158 3.025 -4.724 -0.06 0.05 0.03
H -1.973 1.899 -3.363 -0.11 0.05 0.11
H -4.085 0.734 -4.069 -0.01 0.15 0.25
H -4.236 1.793 -5.440 0.04 0.21 -0.01
Br 5.230 3.148 -0.796 0.12 -0.05 0.01
C 3.933 3.886 0.441 -0.26 0.20 -0.10
C 2.561 3.392 0.042 0.09 0.05 0.26
Br 1.265 3.983 1.381 -0.03 -0.04 0.01
H 4.012 4.965 0.356 -0.03 0.01 0.03
H 4.198 3.586 1.448 0.09 -0.15 -0.02
H 2.513 2.309 0.022 -0.07 -0.02 -0.05
H 2.225 3.818 -0.895 0.04 -0.07 -0.13
C 1.355 -2.979 -3.179 0.15 -0.50 -0.65
C 2.026 -1.688 -2.778 0.27 -0.36 0.24
O 3.394 -1.972 -2.505 -0.08 0.04 0.19
C 4.112 -0.857 -1.996 0.13 -0.08 0.28
C 4.907 -0.135 -3.071 -0.37 0.45 -0.29
H 1.945 -3.445 -3.976 -0.12 0.20 -0.07
H 1.291 -3.755 -2.415 0.06 0.39 0.29
H 0.351 -2.805 -3.568 0.00 0.07 0.07
H 1.946 -0.965 -3.595 -0.07 0.13 0.06
H 1.577 -1.267 -1.870 -0.10 0.18 -0.18
H 3.426 -0.159 -1.496 -0.05 -0.02 -0.19
H 4.760 -1.236 -1.198 0.08 0.00 -0.19
H 4.283 -0.003 -3.962 0.01 -0.08 0.08
H 5.817 -0.639 -3.387 -0.01 -0.19 0.16
H 5.156 0.877 -2.742 0.14 -0.13 0.08
```
Positions in Å, forces in eV/Å.

Computed properties:
SMILES string ... C[N+](=O)[O-].C[N+](=O)[O-].BrCCBr.BrCCBr.BrCCBr.BrCCBr.CCOCC
Energy relative to the best compared isomer or geometry (same formula, charge and spin) ... 0.000 eV
LUMO ... -0.247 eV
Highest occupied orbital energy ... -9.7 eV
Total charge ... 0

# 2
DFT (ωB97M-V/def2-TZVPD) results for a 2-piece molecular cluster, C4H12 overall.

Geometry as XYZ:
```
16
Properties=species:S:1:pos:R:3:forces:R:3
C 0.942 1.667 0.462 -0.07 0.17 0.16
C 1.246 2.608 1.629 0.12 -0.14 -0.34
H -0.096 1.334 0.496 0.01 -0.05 -0.02
H 1.096 2.166 -0.496 0.04 -0.04 -0.01
H 1.582 0.786 0.497 -0.01 -0.04 -0.05
H 2.292 2.917 1.602 -0.01 0.02 0.08
H 1.063 2.110 2.580 -0.03 0.09 0.08
H 0.638 3.510 1.569 -0.05 0.00 0.11
C -1.053 -1.554 -0.559 0.04 -0.02 -0.01
C -1.128 -2.727 -1.534 -0.23 0.22 0.16
H -0.300 -0.826 -0.867 -0.02 -0.02 0.00
H -2.008 -1.031 -0.489 0.01 -0.02 -0.02
H -0.792 -1.893 0.444 0.03 0.01 0.01
H -1.860 -3.457 -1.187 0.05 -0.09 -0.02
H -0.163 -3.221 -1.631 0.01 -0.05 -0.06
H -1.457 -2.389 -2.517 0.11 -0.04 -0.06
```
Positions in Å, forces in eV/Å.

Computed properties:
SMILES string ... CC.CC
Energy relative to the best compared isomer or geometry (same formula, charge and spin) ... 0.005 eV
LUMO ... 1.139 eV
Highest occupied orbital energy ... -11.9 eV
Total charge ... 0

# 3
DFT (ωB97M-V/def2-TZVPD) results for C5H12N2O2S2 as an isolated structure at a distorted geometry.

Geometry as XYZ:
```
23
Properties=species:S:1:pos:R:3:forces:R:3
C 1.369 1.240 -1.871 0.35 0.67 0.08
C -0.747 0.635 3.036 1.66 1.45 2.42
C 0.752 0.289 -0.807 0.58 1.24 -1.59
C -0.699 -0.138 -1.300 3.19 2.60 0.11
C -1.237 -1.268 1.289 -1.29 -3.36 -3.75
N 0.692 1.072 0.393 1.10 2.26 1.74
N -0.668 -1.301 -2.091 -1.12 -2.29 0.23
O 2.147 0.603 -2.712 0.81 -1.24 -1.78
O 1.249 2.450 -1.942 -0.64 -0.80 0.54
S -1.093 -3.060 0.796 -1.02 1.85 -1.22
S -0.556 -1.098 2.701 1.33 2.11 3.67
H -1.673 1.143 3.038 -2.09 -0.74 0.32
H -0.293 1.366 2.357 1.05 -0.95 0.12
H -0.352 0.710 4.120 -0.41 0.24 -1.76
H 1.367 -0.603 -0.677 -0.07 0.07 -0.17
H -1.123 0.770 -1.785 0.03 -0.86 -0.21
H -1.063 -0.118 -0.328 -1.96 -0.78 1.90
H 1.444 0.902 1.106 -0.97 -0.47 -1.20
H 0.866 2.100 0.177 -0.66 -1.67 0.00
H 2.408 1.126 -3.510 -0.38 -0.07 1.16
H -1.623 -1.320 -2.419 -0.15 -0.64 -0.80
H -0.581 -2.228 -1.543 0.14 2.24 -0.82
H -0.587 -3.270 1.971 0.51 -0.85 1.00
```
Positions in Å, forces in eV/Å.

Computed properties:
LUMO (spin up / spin down) ... 0.674 / -1.580 eV
Highest occupied orbital energy (spin up / spin down) ... -6.7 / -9.1 eV
Total charge ... 0
2S+1 ... 3

| no. | energy (eV) |
| --- | --- |
| 1 | -588589.3741 |
| 2 | -4342.5236 |
| 3 | -34119.5699 |